ORCA calculation (ωB97M-V/def2-TZVPD) on an isolated molecule of C2H9N2OP at a distorted geometry.

Geometry as XYZ:
```
15
Properties=species:S:1:pos:R:3:nbo_charge:R:1
C -1.751 -0.564 0.244 -0.429
C 2.076 -0.770 0.583 -0.251
N -0.358 1.767 0.633 -1.179
N -0.566 -0.401 -0.557 -0.993
O 1.864 0.477 -0.034 -0.829
P 0.442 0.975 -0.681 1.397
H -1.763 -0.421 1.321 0.218
H -2.598 0.077 -0.134 0.166
H -2.176 -1.685 0.244 0.203
H 2.055 -1.531 -0.134 0.171
H 1.346 -1.004 1.450 0.178
H 3.137 -0.967 1.031 0.186
H -1.270 1.781 0.453 0.367
H 0.068 2.597 1.047 0.399
H -0.584 -0.964 -1.438 0.396
```

SMILES string: CNP(N)OC
Frontier orbital gap (eV): 9.14
Electronic energy (Eh): -607.6841
HOMO level (eV): -8.2

ORCA calculation (ωB97M-V/def2-TZVPD) on C12H10F2N2O2S as an isolated structure at a distorted geometry.

Geometry as XYZ:
```
29
Properties=species:S:1:pos:R:3:nbo_charge:R:1
C 2.768 -1.185 -1.346 -0.419
N 1.546 -1.135 -2.089 -0.361
C 0.239 -0.812 -1.619 0.385
N 0.175 -0.427 -0.466 -0.628
C -0.996 -0.026 -0.250 0.601
O -1.938 -0.420 -1.078 -0.669
C -1.274 0.097 1.146 -0.143
C -2.668 -0.069 1.651 -0.188
C -3.011 0.297 2.907 -0.197
C -2.116 1.120 3.743 -0.207
C -1.150 1.453 3.058 -0.238
C -0.705 1.155 1.707 0.322
O 0.693 1.809 1.281 -0.462
C 1.587 0.938 1.549 0.771
F 2.609 1.493 0.593 -0.424
F 2.248 1.154 2.751 -0.375
H 1.732 -0.115 1.554 0.180
H -0.249 2.138 3.668 0.221
H -2.554 1.481 4.752 0.249
H -3.931 -0.233 3.450 0.224
H -3.277 -0.752 1.072 0.246
S -0.930 -1.264 -2.997 0.534
C 0.226 -1.634 -4.091 -0.468
C 1.543 -1.761 -3.542 -0.035
H 2.280 -1.655 -4.147 0.184
H 0.021 -1.773 -5.030 0.223
H 3.758 -1.565 -1.924 0.220
H 2.860 -0.082 -1.224 0.249
H 2.667 -1.757 -0.498 0.204
```

Frontier orbital gap (eV): 8.14
Electronic energy (Eh): -1320.8670
HOMO level (eV): -8.6